The following is a quantum chemistry calculation of 8 unconnected molecules or ions with the total composition C31H57Br15INO4P in a non-equilibrium geometry, from OMol25.

```
110
Properties=species:S:1:pos:R:3:lowdin_charge:R:1
C 5.976 1.488 -0.133 -0.11
C 4.618 1.522 0.581 -0.25
C 3.948 0.159 0.635 -0.20
C 2.520 0.106 1.217 -0.14
C 1.575 1.283 0.951 -0.37
C 1.504 1.534 -0.569 -0.12
C 1.212 2.930 -1.097 -0.28
C 1.296 2.990 -2.609 -0.64
I -0.212 1.926 -3.677 0.77
O 0.279 0.762 1.314 -0.28
P -0.721 1.649 2.413 0.62
C -1.916 0.179 2.559 -0.30
C -3.418 0.411 2.446 -0.39
C -3.941 1.407 3.463 -0.61
Br -5.875 1.235 3.667 0.56
C -1.726 2.461 1.017 -0.24
C -2.088 1.829 -0.180 -0.11
C -2.849 2.510 -1.136 -0.14
C -3.229 3.837 -0.877 -0.17
N -2.902 4.482 0.268 0.04
C -2.177 3.786 1.179 -0.16
O 0.501 2.975 2.226 -0.18
C 1.717 2.507 1.891 -0.65
O 2.508 3.518 1.330 0.03
O 2.403 2.058 3.085 0.00
H 5.812 1.327 -1.204 0.02
H 6.633 0.725 0.284 0.07
H 6.441 2.469 -0.049 0.07
H 4.730 1.923 1.587 0.11
H 4.006 2.250 0.052 0.09
H 3.938 -0.282 -0.362 0.08
H 4.585 -0.469 1.265 0.11
H 2.518 -0.127 2.274 0.11
H 2.005 -0.718 0.717 0.00
H 0.696 0.893 -0.922 0.09
H 2.414 1.181 -1.059 0.11
H 0.250 3.296 -0.739 0.11
H 1.965 3.643 -0.772 0.10
H 2.251 2.584 -2.933 0.03
H 1.232 4.016 -2.956 0.03
H -1.423 2.493 3.362 0.02
H 0.029 1.133 3.544 0.03
H -1.716 -0.236 3.551 0.06
H -1.612 -0.569 1.829 0.04
H -3.723 0.729 1.452 0.07
H -3.926 -0.534 2.625 0.00
H -3.478 1.263 4.435 0.03
H -3.779 2.428 3.135 0.04
H -1.761 0.810 -0.359 0.10
H -3.118 2.019 -2.061 0.05
H -3.803 4.391 -1.612 0.08
H -1.924 4.306 2.098 0.09
H 2.722 4.088 2.076 0.11
H 1.821 2.354 3.794 0.09
Br -5.253 -0.439 -1.101 0.60
C -5.338 -1.847 -2.428 -0.73
C -4.142 -1.857 -3.342 -0.69
Br -4.229 -0.421 -4.656 0.59
H -6.270 -1.690 -2.966 -0.07
H -5.381 -2.775 -1.860 0.04
H -4.115 -2.777 -3.921 0.06
H -3.205 -1.736 -2.809 0.03
Br 6.182 -3.917 -3.589 0.61
C 7.232 -2.311 -3.268 -0.70
C 6.497 -1.291 -2.438 -0.69
Br 5.130 -0.378 -3.471 0.64
H 7.503 -1.925 -4.246 0.01
H 8.123 -2.646 -2.741 0.06
H 7.183 -0.515 -2.108 0.05
H 5.998 -1.721 -1.575 0.05
Br -6.966 2.428 -2.658 0.62
C -8.775 2.021 -3.231 -0.70
C -9.367 0.861 -2.473 -0.67
Br -8.647 -0.842 -3.077 0.68
H -8.738 1.836 -4.299 0.05
H -9.354 2.921 -3.036 0.05
H -10.438 0.799 -2.647 0.05
H -9.169 0.921 -1.408 0.05
Br 8.782 -6.565 -6.997 0.61
C 9.913 -5.008 -6.724 -0.70
C 9.221 -3.942 -5.918 -0.71
Br 7.886 -2.988 -6.956 0.63
H 10.201 -4.656 -7.709 0.05
H 10.789 -5.372 -6.193 0.06
H 9.940 -3.190 -5.599 0.06
H 8.704 -4.349 -5.054 0.01
Br 2.965 -3.838 2.543 0.61
C 2.718 -4.493 0.727 -0.70
C 2.521 -3.371 -0.257 -0.66
Br 0.754 -2.588 -0.080 0.72
H 1.863 -5.161 0.759 0.04
H 3.617 -5.058 0.488 0.05
H 2.589 -3.745 -1.276 0.06
H 3.238 -2.568 -0.116 0.03
Br -3.465 -2.936 3.686 0.71
C -3.697 -4.293 2.321 -0.68
C -2.558 -4.246 1.345 -0.68
Br -2.752 -2.797 0.067 0.65
H -4.664 -4.142 1.852 0.05
H -3.695 -5.239 2.858 0.05
H -2.526 -5.151 0.741 0.06
H -1.603 -4.109 1.844 0.04
Br -2.684 3.372 7.364 0.60
C -4.606 3.187 7.143 -0.70
C -5.153 2.023 7.928 -0.69
Br -4.726 0.339 7.069 0.61
H -4.791 3.081 6.078 0.03
H -5.035 4.121 7.500 0.05
H -6.239 2.072 7.959 0.06
H -4.758 1.979 8.937 0.04
```

Results
- total charge = -1
- DFT total energy (Ha) = -40820.45592
- gap between HOMO and LUMO (eV) = 6.5062

=====

The following is a quantum chemistry calculation of a molecular structure, C31H57Br20OS in a non-equilibrium geometry, from OMol25.

```
110
Properties=species:S:1:pos:R:3:lowdin_charge:R:1
C -2.665 -1.263 2.604 -0.03
C -1.553 -1.022 1.616 -0.24
C -0.290 -0.642 2.047 -0.05
C 0.732 -0.434 1.149 0.00
C 0.572 -0.618 -0.213 -0.13
C 1.712 -0.414 -1.192 -0.36
C 2.818 0.459 -0.584 -0.10
C 2.247 -1.738 -1.744 -0.04
C -0.693 -1.021 -0.632 -0.23
O -0.844 -1.215 -2.014 -0.09
C -1.995 -0.699 -2.548 -0.43
S -2.087 1.155 -2.452 0.85
C -1.742 -1.209 0.247 -0.01
H -2.818 -2.333 2.764 0.09
H -2.384 -0.842 3.572 0.07
H -3.597 -0.796 2.282 0.05
H -0.087 -0.512 3.104 -0.06
H 1.695 -0.144 1.548 0.06
H 1.313 0.154 -2.045 0.12
H 3.511 0.769 -1.368 0.09
H 3.352 -0.057 0.218 -0.02
H 2.358 1.348 -0.140 0.09
H 2.322 -2.505 -0.970 0.09
H 3.229 -1.611 -2.206 0.08
H 1.586 -2.136 -2.518 0.07
H -1.990 -0.917 -3.616 0.07
H -2.931 -1.075 -2.125 0.02
H -2.221 1.260 -1.111 0.01
H -0.840 1.518 -2.787 0.01
H -2.734 -1.519 -0.079 0.03
Br -3.367 3.651 -3.457 0.58
C -4.909 3.420 -4.654 -0.65
C -5.512 4.746 -5.024 -0.72
Br -6.544 5.505 -3.567 0.65
H -5.607 2.772 -4.133 0.06
H -4.527 2.917 -5.538 -0.01
H -6.211 4.616 -5.847 0.06
H -4.767 5.485 -5.299 0.00
Br 3.711 -1.676 6.067 0.60
C 3.098 0.146 6.363 -0.70
C 1.644 0.201 6.746 -0.71
Br 0.480 -0.082 5.210 0.72
H 3.311 0.698 5.452 0.02
H 3.710 0.529 7.176 0.03
H 1.393 1.191 7.120 0.06
H 1.370 -0.543 7.481 -0.03
Br -2.505 1.170 -5.366 0.73
C -1.155 1.053 -6.781 -0.60
C -1.718 0.387 -8.005 -0.73
Br -1.868 -1.533 -7.776 0.65
H -0.301 0.529 -6.362 0.06
H -0.881 2.084 -6.993 0.06
H -1.052 0.531 -8.853 0.06
H -2.708 0.763 -8.239 -0.01
Br 4.327 0.298 2.534 0.71
C 6.226 -0.079 2.714 -0.66
C 6.852 -0.391 1.382 -0.68
Br 6.369 -2.173 0.782 0.60
H 6.313 -0.900 3.418 0.02
H 6.666 0.819 3.143 0.06
H 7.936 -0.390 1.468 0.06
H 6.551 0.298 0.600 0.05
Br 8.322 -5.505 1.467 0.60
C 7.219 -6.364 2.817 -0.69
C 5.963 -5.582 3.100 -0.69
Br 6.313 -4.015 4.198 0.59
H 7.837 -6.486 3.700 0.05
H 6.973 -7.340 2.407 0.06
H 5.265 -6.183 3.678 0.06
H 5.478 -5.230 2.194 0.04
Br -4.110 3.022 -9.358 0.64
C -2.790 2.940 -10.789 -0.67
C -3.356 2.297 -12.025 -0.68
Br -3.487 0.370 -11.809 0.63
H -1.933 2.399 -10.399 0.04
H -2.510 3.973 -10.981 0.06
H -2.691 2.456 -12.871 0.06
H -4.349 2.661 -12.268 0.05
Br -1.835 -2.375 6.982 0.59
C -0.999 -2.416 8.739 -0.69
C -1.990 -2.160 9.841 -0.69
Br -2.468 -0.279 9.947 0.61
H -0.201 -1.680 8.725 0.01
H -0.572 -3.412 8.831 0.06
H -1.551 -2.404 10.806 0.06
H -2.913 -2.714 9.708 0.05
Br 5.353 2.298 9.957 0.61
C 5.078 0.692 11.018 -0.69
C 4.435 -0.398 10.204 -0.67
Br 2.538 -0.057 9.927 0.70
H 4.483 0.979 11.878 0.05
H 6.068 0.383 11.345 0.06
H 4.485 -1.350 10.726 0.06
H 4.882 -0.502 9.220 0.04
Br -1.177 8.506 -6.946 0.64
C -1.844 6.786 -6.347 -0.71
C -2.440 5.992 -7.480 -0.71
Br -4.192 6.657 -7.992 0.63
H -2.561 6.984 -5.555 0.04
H -0.981 6.266 -5.935 0.06
H -2.602 4.957 -7.176 0.03
H -1.823 6.014 -8.373 0.05
Br -4.406 -3.024 -1.249 0.73
C -5.342 -3.972 0.176 -0.64
C -6.687 -3.359 0.456 -0.69
Br -6.534 -1.698 1.449 0.63
H -4.683 -3.963 1.038 0.05
H -5.455 -4.992 -0.186 0.06
H -7.275 -4.024 1.084 0.06
H -7.238 -3.133 -0.450 0.05
```

Results
- total charge = +1
- DFT total energy (Ha) = -53168.83176
- gap between HOMO and LUMO (eV) = 8.3361

=====

The following is a quantum chemistry calculation of a molecular structure, C31H57CuN2O2P2 in a non-equilibrium geometry, from OMol25.

```
95
Properties=species:S:1:pos:R:3:lowdin_spin:R:1
C 3.154 -0.058 -0.858 0.01
C 1.410 -0.496 -2.383 0.02
C 4.119 -0.093 -1.867 0.13
C 2.346 -0.376 -3.456 0.12
C 3.690 -0.182 -3.193 0.00
H 5.166 0.003 -1.591 0.01
H 1.970 -0.507 -4.468 0.00
H 4.412 -0.120 -4.006 0.00
N 1.850 -0.149 -1.127 0.10
P 2.158 0.696 1.614 0.00
P -1.326 -1.376 -1.684 0.05
C 3.561 0.052 0.617 0.00
H 3.823 -0.949 0.999 0.00
H 4.464 0.667 0.718 0.00
C -0.825 0.850 1.034 0.00
O -1.619 1.444 1.639 0.00
C 0.117 -1.037 -2.615 0.43
H -0.063 -1.192 -3.688 0.01
C -1.675 -3.158 -2.473 0.02
C -2.760 -0.190 -2.274 0.05
C 2.210 -0.074 3.354 0.00
C 2.532 2.546 1.538 0.00
C -2.381 -3.928 -1.350 0.00
H -3.398 -3.555 -1.161 0.00
H -2.454 -4.996 -1.615 0.00
H -1.811 -3.844 -0.415 0.00
C -2.518 -3.186 -3.757 0.00
H -3.530 -2.783 -3.634 0.00
H -2.020 -2.674 -4.593 0.00
H -2.632 -4.243 -4.054 0.00
C -0.331 -3.816 -2.802 0.01
H -0.502 -4.883 -3.016 0.00
H 0.158 -3.374 -3.678 0.00
H 0.364 -3.737 -1.957 0.00
C -4.101 -0.822 -1.862 0.00
H -4.114 -1.022 -0.781 0.00
H -4.908 -0.109 -2.089 0.00
H -4.327 -1.757 -2.386 0.00
C -2.648 1.157 -1.551 0.00
H -2.852 1.068 -0.482 0.00
H -1.677 1.645 -1.687 0.00
H -3.406 1.837 -1.973 0.00
C -2.662 0.086 -3.771 0.01
H -2.827 -0.802 -4.392 0.00
H -3.443 0.819 -4.029 0.00
H -1.688 0.523 -4.022 0.00
C 1.460 3.288 2.350 0.00
H 1.690 4.365 2.322 0.00
H 0.457 3.144 1.927 0.00
H 1.435 2.981 3.404 0.00
C 2.452 3.016 0.073 0.00
H 3.201 2.523 -0.559 0.00
H 1.458 2.870 -0.372 0.00
H 2.658 4.099 0.049 0.00
C 3.936 2.881 2.063 0.00
H 4.117 3.948 1.865 0.00
H 4.037 2.721 3.141 0.00
H 4.726 2.320 1.551 0.00
C 2.747 -1.509 3.257 0.00
H 3.823 -1.537 3.041 0.00
H 2.594 -2.006 4.228 0.00
H 2.212 -2.090 2.494 0.00
C 0.765 -0.123 3.891 0.00
H 0.120 -0.754 3.267 0.00
H 0.786 -0.566 4.898 0.00
H 0.311 0.873 3.968 0.00
C 3.080 0.724 4.328 0.00
H 4.129 0.762 4.007 0.00
H 2.705 1.742 4.500 0.00
H 3.056 0.207 5.300 0.00
Cu 0.492 -0.124 0.341 0.01
N 0.455 -2.067 0.411 0.00
C 0.493 -3.221 0.210 0.00
C 0.715 -4.653 0.743 0.00
C 0.894 -5.647 -0.396 0.00
C 1.982 -4.666 1.600 0.00
C -0.499 -5.053 1.585 0.00
H -0.024 -5.734 -0.989 0.00
H 1.735 -5.347 -1.036 0.00
H 1.120 -6.644 0.007 0.00
H 1.828 -4.114 2.537 0.00
H 2.257 -5.697 1.870 0.00
H 2.828 -4.233 1.047 0.00
H -0.313 -6.018 2.077 0.00
H -0.701 -4.303 2.362 0.00
H -1.393 -5.170 0.961 0.00
C -0.443 5.937 -0.308 0.00
C -1.206 4.653 -0.559 0.00
O -0.474 3.680 -1.328 0.00
H 0.503 5.738 0.206 0.00
H -1.047 6.595 0.322 0.00
H -0.228 6.462 -1.247 0.00
H -1.459 4.130 0.369 0.00
H -2.147 4.859 -1.083 0.00
H -0.122 4.152 -2.101 0.00
```

Results
- total charge = +1
- energy above the lowest of the compared OMol25 structures with the same formula, charge and spin (kcal/mol) = 0.53
- DFT total energy (Ha) = -3798.34025
- expectation value of S² = 0.79
- gap between HOMO and LUMO (alpha / beta) (eV) = 7.9196 / 5.6638
- 2S+1 = 2

=====

The following is a quantum chemistry calculation of 5 unconnected molecules or ions with the total composition C31H57F12N8O9P in a non-equilibrium geometry, from OMol25.

```
118
Properties=species:S:1:pos:R:3:lowdin_charge:R:1
C -0.221 3.177 -1.161 -0.15
C -0.816 1.956 -0.443 -0.38
P -1.041 0.634 -1.705 1.11
C -2.140 1.206 -3.069 -0.38
C -1.392 1.257 -4.413 -0.16
C -1.810 -0.919 -0.943 -0.45
C -3.300 -0.640 -0.661 -0.13
C -3.522 0.368 0.485 -0.18
C -4.382 -0.156 1.643 -0.19
C -3.566 -0.867 2.715 -0.19
C -2.532 0.052 3.379 -0.18
C -1.172 -0.653 3.531 -0.18
C -0.336 -0.127 4.692 -0.20
O 1.058 -0.131 4.387 -0.23
C 1.519 -1.413 4.039 -0.11
O -1.248 -1.324 0.329 0.04
C -1.390 -2.669 0.475 -0.35
O -1.171 -3.261 1.540 0.13
C -1.807 -3.326 -0.871 -0.21
C -3.292 -3.741 -0.846 -0.07
O -3.817 -3.726 0.499 0.05
C -4.523 -4.815 0.852 -0.67
F -5.085 -4.595 2.060 0.16
F -5.512 -5.112 -0.022 0.15
F -3.742 -5.918 0.947 0.15
C -1.042 -4.632 -1.079 -0.30
C -1.156 -5.194 -2.498 0.00
F 0.280 -4.560 -0.689 0.01
C -1.528 -2.165 -1.809 -0.19
C -0.139 -2.158 -2.446 -0.12
C 0.968 -1.887 -1.459 -0.21
O 2.220 -2.065 -2.140 -0.07
C 3.300 -2.291 -1.289 -0.10
C 4.135 -1.050 -1.012 -0.41
F 5.175 -1.414 -0.222 0.13
F 4.667 -0.569 -2.168 0.13
C 3.371 0.120 -0.360 -0.36
F 2.608 0.717 -1.295 0.15
F 2.605 -0.376 0.635 0.16
C 4.241 1.233 0.259 -0.35
F 5.006 0.781 1.267 0.15
F 3.334 2.098 0.803 0.10
C 5.082 2.027 -0.780 -0.26
F 5.022 3.348 -0.463 0.08
F 6.366 1.633 -0.730 0.12
H -1.039 3.802 -1.500 0.07
H 0.313 2.871 -2.055 0.05
H 0.418 3.746 -0.503 0.04
H -0.124 1.557 0.287 0.07
H -1.721 2.275 0.061 0.06
H -2.968 0.516 -3.195 0.06
H -2.594 2.172 -2.872 0.08
H -1.972 0.740 -5.170 0.06
H -0.436 0.753 -4.360 0.04
H -1.253 2.273 -4.760 0.06
H -3.800 -0.216 -1.522 0.10
H -3.863 -1.531 -0.411 0.09
H -4.014 1.255 0.098 0.11
H -2.585 0.677 0.927 0.06
H -5.201 -0.774 1.285 0.11
H -4.836 0.716 2.112 0.11
H -4.257 -1.201 3.485 0.11
H -3.109 -1.763 2.317 0.08
H -2.411 0.982 2.836 0.10
H -2.850 0.334 4.380 0.11
H -1.390 -1.695 3.713 0.11
H -0.637 -0.551 2.599 0.10
H -0.620 0.869 5.006 0.12
H -0.467 -0.800 5.542 0.12
H 1.347 -1.652 2.993 0.08
H 1.062 -2.192 4.649 0.10
H 2.590 -1.446 4.201 0.09
H -3.855 -3.034 -1.425 0.09
H -3.437 -4.724 -1.268 0.13
H -1.506 -5.362 -0.424 0.14
H -1.505 -4.449 -3.198 0.08
H -1.786 -6.070 -2.526 0.08
H -0.150 -5.452 -2.804 0.09
H -2.231 -2.100 -2.644 0.16
H 0.098 -3.103 -2.916 0.11
H -0.078 -1.421 -3.235 0.10
H 0.917 -2.533 -0.592 0.11
H 0.932 -0.866 -1.102 0.06
H 3.974 -2.987 -1.779 0.15
H 3.030 -2.734 -0.332 0.15
H 4.695 1.925 -1.787 0.17
N -7.147 -4.624 -3.546 0.16
C -6.442 -3.457 -3.599 -0.66
N -6.967 -2.488 -4.405 0.15
O -5.410 -3.292 -2.966 0.02
H -7.995 -4.784 -4.054 0.10
H -6.786 -5.351 -2.957 0.10
H -6.471 -1.619 -4.461 0.10
H -7.812 -2.601 -4.931 0.09
N 3.387 1.256 5.646 0.17
C 4.554 1.794 5.188 -0.68
N 4.631 1.913 3.823 0.15
O 5.464 2.142 5.923 0.01
H 2.636 0.970 5.040 0.06
H 3.291 1.147 6.637 0.10
H 5.475 2.297 3.444 0.10
H 3.898 1.631 3.200 0.07
N 6.124 5.993 -1.599 0.15
C 5.982 6.269 -2.931 -0.68
N 6.735 7.317 -3.394 0.14
O 5.242 5.629 -3.656 0.02
H 6.729 6.504 -0.986 0.09
H 5.585 5.231 -1.232 0.07
H 6.654 7.543 -4.367 0.10
H 7.350 7.856 -2.818 0.09
N 3.134 4.702 2.315 0.16
C 2.017 5.456 2.089 -0.67
N 2.033 6.709 2.643 0.15
O 1.070 5.044 1.441 0.02
H 3.922 5.019 2.844 0.09
H 3.144 3.779 1.920 0.06
H 1.227 7.285 2.494 0.10
H 2.797 7.068 3.181 0.09
```

Results
- total charge = 0
- DFT total energy (Ha) = -3870.51917
- gap between HOMO and LUMO (eV) = 7.9434
- SMILES = CCP(CC)[C@]1(CCCCCCCOC)OC(=O)[C@](COC(F)(F)F)([C@@H](C)F)[C@@H]1CCOCC(F)(F)C(F)(F)C(F)(F)C(F)F.NC(N)=O.NC(N)=O.NC(N)=O.NC(N)=O

=====

Question: Number 1 is which compound?
Answer: C31H57Br15INO4P